Molecular formula: C22H43Br2Cl18
Method: DFT, the ωB97M-V functional and the def2-TZVPD basis

XYZ file:
```
85
Properties=species:S:1:pos:R:3:mulliken_charge:R:1
C -1.397 0.733 0.454 -1.04
C -2.486 -0.023 1.037 0.55
Br -1.974 -2.023 1.342 -0.36
C -3.781 0.072 0.222 0.08
C -4.711 1.081 0.879 -1.48
Br -4.895 -1.575 -0.041 -0.27
H -1.447 0.735 -0.639 0.37
H -1.453 1.767 0.797 -0.06
H -2.686 0.363 2.036 -0.11
H -3.531 0.398 -0.780 0.37
H -4.193 2.040 0.943 0.32
H -4.993 0.743 1.875 0.39
H -5.623 1.213 0.301 0.45
Cl -0.881 -5.384 1.187 -0.15
C -0.447 -5.935 -0.449 -0.59
C 0.857 -5.346 -0.928 -0.51
Cl 0.739 -3.595 -1.207 -0.09
H -1.267 -5.668 -1.111 0.30
H -0.355 -7.020 -0.411 0.36
H 1.133 -5.809 -1.874 0.30
H 1.649 -5.516 -0.202 0.29
Cl 4.674 0.451 -2.434 -0.22
C 3.466 -0.549 -1.552 -0.19
C 2.048 -0.252 -1.942 0.24
Cl 1.493 1.339 -1.395 -0.21
H 3.622 -0.380 -0.491 0.39
H 3.704 -1.579 -1.801 0.01
H 1.400 -0.980 -1.455 -0.29
H 1.908 -0.309 -3.019 0.21
Cl 4.153 -3.516 -3.639 -0.15
C 4.975 -3.334 -5.214 -0.35
C 4.874 -1.936 -5.768 -0.32
Cl 3.213 -1.534 -6.274 -0.19
H 4.539 -4.059 -5.892 0.16
H 6.021 -3.587 -5.050 0.30
H 5.500 -1.866 -6.656 0.32
H 5.192 -1.188 -5.045 0.22
Cl 3.946 -7.083 -5.473 -0.14
C 4.467 -7.759 -7.037 -0.51
C 5.870 -7.334 -7.385 -0.44
Cl 5.956 -5.582 -7.704 -0.17
H 3.758 -7.429 -7.792 0.31
H 4.425 -8.844 -6.956 0.33
H 6.202 -7.845 -8.287 0.32
H 6.560 -7.554 -6.575 0.31
Cl -1.875 3.840 5.385 -0.13
C -1.913 2.441 4.267 -0.34
C -0.722 2.422 3.351 -0.32
Cl -0.751 3.758 2.179 -0.21
H -2.841 2.501 3.703 0.09
H -1.924 1.541 4.878 0.40
H -0.729 1.505 2.752 0.08
H 0.212 2.480 3.903 0.38
Cl -1.229 6.617 7.190 -0.19
C -0.584 7.226 5.638 -0.23
C -0.736 8.724 5.535 -0.44
Cl -2.453 9.188 5.380 -0.18
H -1.106 6.712 4.834 0.10
H 0.470 6.955 5.605 0.33
H -0.228 9.092 4.646 0.30
H -0.333 9.222 6.412 0.33
Cl 1.993 2.034 -4.806 -0.16
C 3.001 3.309 -4.091 -0.30
C 2.975 4.582 -4.893 -0.49
Cl 3.794 4.417 -6.476 -0.21
H 4.009 2.917 -3.993 0.24
H 2.602 3.495 -3.095 0.25
H 3.501 5.363 -4.348 0.33
H 1.956 4.906 -5.087 0.34
Cl -6.261 4.250 3.822 -0.19
C -5.455 5.394 4.928 -0.38
C -4.910 6.600 4.208 -0.29
Cl -3.545 6.169 3.155 -0.11
H -4.660 4.856 5.438 0.18
H -6.200 5.713 5.657 0.35
H -4.535 7.313 4.940 0.06
H -5.671 7.079 3.596 0.37
Cl -1.951 -6.460 5.619 -0.21
C -3.465 -5.800 4.933 -0.41
C -3.241 -4.559 4.111 0.16
Cl -2.733 -3.169 5.092 -0.17
H -4.138 -5.606 5.764 0.33
H -3.889 -6.578 4.302 0.30
H -4.172 -4.278 3.622 0.29
H -2.485 -4.711 3.347 -0.27
```

Values from the calculation:
Molar mass (g mol⁻¹): 1105.548
HOMO-LUMO gap (eV): 4.31
Total charge: -1
Calculated total energy (Ha): -14295.57490
E_HOMO (eV): -2.67